1.
Here is a cluster of 12 separate species, C49H116N12O17 in total from the Open Molecules 2025 dataset. Energies are from wB97M-V/def2-TZVPD.

```
! RIJCOSX wB97M-V def2-TZVPD def2/J DEFGRID3
* xyz 2 1
C -8.94 -5.30 5.60
N -9.45 -5.63 4.16
C -8.33 -6.19 3.19
C -10.54 -6.71 4.24
C -10.16 -4.40 3.54
C -9.27 -3.17 3.34
O -9.45 -2.29 4.46
H -7.93 -4.93 5.39
H -8.97 -6.31 6.01
H -9.63 -4.60 6.07
H -7.63 -5.36 3.03
H -8.86 -6.52 2.30
H -7.86 -7.05 3.66
H -11.24 -6.39 5.01
H -10.15 -7.73 4.36
H -10.96 -6.70 3.24
H -11.15 -4.34 4.00
H -10.33 -4.69 2.51
H -9.58 -2.78 2.37
H -8.20 -3.35 3.35
H -9.30 -1.38 4.19
C 2.45 -0.83 -0.93
C 1.27 0.11 -1.14
C 0.03 -0.43 -0.33
O -1.17 0.09 -0.87
C -2.41 -0.42 -0.24
N 1.48 1.59 -0.67
H 0.72 2.23 -0.88
H 1.48 1.54 0.34
H 2.34 2.03 -0.94
H 2.17 -1.76 -1.42
H 2.56 -1.12 0.11
H 3.37 -0.52 -1.42
H 0.92 0.32 -2.15
H 0.10 -0.36 0.75
H 0.05 -1.48 -0.62
H -2.37 -1.51 -0.34
H -3.38 -0.18 -0.65
H -2.38 -0.19 0.83
C -3.79 -7.10 -6.81
C -2.85 -8.03 -6.07
C -3.49 -8.16 -4.62
N -2.69 -8.96 -3.61
C -2.70 -10.42 -4.09
C -1.27 -8.45 -3.28
C -1.50 -7.45 -2.18
C -2.53 -8.17 -1.33
C -3.46 -9.02 -2.28
H -4.52 -7.57 -7.47
H -3.24 -6.48 -7.52
H -4.34 -6.38 -6.19
H -1.83 -7.69 -5.88
H -2.64 -9.02 -6.48
H -4.51 -8.56 -4.62
H -3.44 -7.25 -4.03
H -3.66 -10.87 -4.36
H -2.23 -11.08 -3.37
H -2.06 -10.48 -4.97
H -0.65 -9.24 -2.84
H -0.72 -8.17 -4.18
H -0.58 -7.17 -1.66
H -1.88 -6.53 -2.61
H -2.12 -8.77 -0.52
H -3.16 -7.40 -0.89
H -3.56 -10.06 -1.96
H -4.40 -8.48 -2.42
C -5.50 2.18 -6.17
C -5.95 3.59 -5.57
C -7.38 3.61 -5.08
N -7.75 4.81 -4.15
C -6.94 4.64 -2.83
C -9.25 4.68 -3.83
C -9.89 5.65 -4.90
C -9.05 6.84 -4.99
C -7.65 6.24 -4.77
H -6.22 1.92 -6.95
H -5.50 1.45 -5.36
H -4.50 2.39 -6.53
H -5.89 4.27 -6.42
H -5.11 3.72 -4.88
H -7.62 2.64 -4.65
H -8.14 3.60 -5.85
H -7.24 5.49 -2.21
H -5.90 4.75 -3.11
H -7.13 3.71 -2.30
H -9.54 5.11 -2.87
H -9.48 3.61 -3.79
H -10.87 5.87 -4.48
H -10.14 5.22 -5.87
H -9.22 7.49 -4.12
H -9.08 7.35 -5.95
H -7.14 6.98 -4.15
H -7.00 6.14 -5.63
C 9.98 2.92 -8.43
C 9.41 1.48 -8.24
C 10.61 0.48 -8.19
N 10.09 -1.01 -7.84
C 9.14 -1.60 -8.88
C 9.62 -1.11 -6.38
C 10.11 -2.51 -5.77
C 10.88 -3.19 -6.78
C 11.31 -2.01 -7.74
H 10.84 3.04 -7.77
H 9.21 3.68 -8.31
H 10.47 2.99 -9.39
H 8.83 1.32 -9.15
H 8.74 1.48 -7.38
H 11.26 0.70 -7.34
H 11.22 0.48 -9.09
H 8.76 -2.51 -8.42
H 9.62 -1.69 -9.86
H 8.31 -0.89 -8.96
H 8.53 -1.14 -6.43
H 10.02 -0.24 -5.87
H 9.27 -3.14 -5.45
H 10.69 -2.39 -4.85
H 10.32 -3.81 -7.48
H 11.80 -3.65 -6.41
H 11.70 -2.32 -8.71
H 12.02 -1.36 -7.23
C -4.20 7.46 11.96
C -4.87 6.85 10.82
C -4.39 5.42 10.53
N -5.04 4.78 9.27
C -6.57 4.82 9.35
C -4.49 3.34 9.14
C -3.89 3.18 7.71
C -4.36 4.39 6.95
C -4.52 5.46 7.98
H -4.48 8.51 11.99
H -3.13 7.59 11.75
H -4.20 6.91 12.90
H -4.84 7.57 10.01
H -5.91 6.68 11.11
H -4.58 4.73 11.35
H -3.32 5.37 10.33
H -6.94 5.72 8.86
H -6.98 4.75 10.36
H -6.94 4.02 8.71
H -5.30 2.66 9.39
H -3.68 3.27 9.86
H -4.14 2.22 7.26
H -2.84 3.25 7.96
H -5.27 4.28 6.36
H -3.59 4.67 6.25
H -5.26 6.22 7.73
H -3.57 5.96 8.16
C 12.41 2.73 7.47
C 11.49 1.98 6.51
C 10.90 2.85 5.31
N 10.08 2.03 4.30
C 9.33 0.86 4.98
C 11.06 1.45 3.20
C 10.99 2.43 1.98
C 9.48 2.72 1.93
C 9.14 2.86 3.45
H 13.33 2.92 6.91
H 12.61 2.16 8.38
H 11.98 3.71 7.69
H 10.64 1.50 6.99
H 12.16 1.22 6.12
H 11.57 3.55 4.81
H 10.23 3.47 5.91
H 8.88 1.26 5.89
H 10.00 0.05 5.27
H 8.58 0.52 4.26
H 10.75 0.48 2.82
H 12.03 1.48 3.69
H 11.46 2.10 1.06
H 11.42 3.41 2.20
H 8.83 1.95 1.51
H 9.27 3.67 1.44
H 8.09 2.76 3.74
H 9.35 3.87 3.80
N 3.78 -5.22 -6.02
O 2.80 -4.51 -6.04
O 4.20 -5.60 -7.07
O 4.37 -5.49 -4.99
N 5.65 5.52 -3.48
O 6.01 6.27 -4.38
O 5.39 6.01 -2.39
O 5.76 4.24 -3.56
N -1.64 -4.39 4.81
O -2.44 -3.75 4.15
O -2.10 -5.15 5.67
O -0.49 -4.31 4.58
N 2.75 3.99 5.98
O 2.06 4.87 6.31
O 2.51 3.36 4.93
O 3.60 3.62 6.76
N -1.07 6.55 -3.59
O -1.73 7.45 -4.07
O -1.04 6.32 -2.38
O -0.26 5.84 -4.24
*
```

Summary:
**E_HOMO**: -0.257 hartree
**LUMO**: -3.55 eV
**Max |F|**: 6.960 eV/Å
**Gap between HOMO and LUMO**: 3.43 eV

2.
Here is a cluster of 11 separate species, C49H121N6O9 in total from the Open Molecules 2025 dataset. Energies are from wB97M-V/def2-TZVPD.

```
! RIJCOSX wB97M-V def2-TZVPD def2/J DEFGRID3
* xyz 5 1
C 2.65 2.42 -8.30
C 4.07 2.59 -7.68
N 4.21 2.25 -6.21
C 3.56 3.31 -5.37
C 3.50 0.99 -5.94
C 3.90 0.34 -4.65
C 5.67 2.15 -5.77
C 6.57 3.17 -6.44
O 6.07 4.45 -6.25
C 7.10 5.42 -6.36
H 1.91 3.00 -7.79
H 2.36 1.36 -8.28
H 2.70 2.78 -9.33
H 4.31 3.63 -7.84
H 4.76 2.01 -8.24
H 2.55 3.52 -5.68
H 4.09 4.23 -5.30
H 3.46 2.97 -4.33
H 3.83 0.30 -6.70
H 2.48 1.33 -5.90
H 3.69 0.98 -3.84
H 4.92 0.02 -4.60
H 3.31 -0.55 -4.41
H 6.01 1.20 -6.14
H 5.69 2.48 -4.75
H 6.79 2.99 -7.51
H 7.57 2.98 -6.10
H 6.75 6.27 -5.78
H 7.31 5.63 -7.40
H 8.05 4.95 -6.02
C 3.47 10.87 2.64
C 4.35 9.56 2.50
N 4.25 8.69 1.22
C 5.23 7.54 1.46
C 2.78 8.13 1.15
C 1.70 9.16 0.70
C 4.68 9.59 0.05
C 5.02 8.84 -1.27
O 4.01 7.98 -1.68
C 4.23 7.31 -2.90
H 3.94 11.45 3.41
H 2.47 10.51 3.01
H 3.26 11.51 1.77
H 4.03 8.91 3.33
H 5.42 9.88 2.60
H 6.14 8.08 1.71
H 5.28 6.89 0.60
H 4.81 7.06 2.36
H 2.59 7.82 2.20
H 2.88 7.22 0.49
H 1.80 10.24 0.99
H 0.77 8.92 1.28
H 1.51 9.02 -0.36
H 5.53 10.22 0.42
H 3.81 10.24 -0.18
H 5.98 8.32 -1.11
H 5.22 9.58 -2.04
H 4.92 7.82 -3.57
H 3.25 7.26 -3.42
H 4.64 6.32 -2.68
C 4.19 -3.50 3.16
C 4.92 -3.22 1.85
N 6.39 -2.65 1.88
C 6.74 -2.46 0.45
C 6.35 -1.27 2.63
C 7.52 -0.35 2.36
C 7.40 -3.48 2.61
C 7.55 -4.94 2.10
O 6.45 -5.66 2.61
C 6.27 -6.96 2.06
H 3.13 -3.66 2.97
H 4.18 -2.66 3.80
H 4.69 -4.36 3.68
H 4.33 -2.52 1.30
H 5.04 -4.15 1.30
H 6.55 -3.38 -0.14
H 7.72 -2.02 0.35
H 6.00 -1.67 0.10
H 6.14 -1.45 3.67
H 5.43 -0.83 2.18
H 7.27 0.64 2.81
H 7.80 -0.19 1.29
H 8.49 -0.65 2.92
H 7.19 -3.56 3.72
H 8.33 -2.96 2.59
H 8.54 -5.30 2.43
H 7.57 -5.05 1.01
H 5.34 -7.34 2.46
H 7.10 -7.55 2.51
H 6.21 -7.06 0.96
C 0.18 -12.59 -1.07
C -1.07 -11.73 -0.83
N -0.83 -10.18 -0.87
C 0.38 -9.92 -0.10
C -0.68 -9.75 -2.37
C -0.06 -8.40 -2.53
C -2.03 -9.43 -0.46
C -2.26 -9.40 1.02
O -1.58 -8.31 1.55
C -1.75 -8.07 2.92
H -0.20 -13.61 -0.95
H 1.02 -12.58 -0.40
H 0.41 -12.52 -2.15
H -1.56 -11.83 0.13
H -1.93 -11.88 -1.48
H 0.46 -8.83 -0.01
H 1.23 -10.18 -0.74
H 0.29 -10.36 0.89
H -1.72 -9.86 -2.72
H -0.09 -10.50 -2.82
H 1.03 -8.35 -2.48
H -0.53 -7.78 -1.75
H -0.44 -7.93 -3.48
H -2.89 -9.96 -0.94
H -2.05 -8.40 -0.73
H -1.97 -10.39 1.39
H -3.36 -9.20 1.21
H -2.85 -7.88 3.05
H -1.07 -7.20 3.22
H -1.45 -8.90 3.57
C -11.44 0.70 -4.88
C -12.89 0.85 -4.71
N -13.27 2.07 -3.69
C -14.77 2.28 -3.66
C -12.59 2.19 -2.46
C -12.49 0.74 -1.35
C -12.76 3.39 -4.14
C -11.90 3.46 -5.30
O -7.21 2.96 -9.19
C -6.13 3.48 -9.13
H -10.89 0.16 -4.18
H -10.74 1.36 -5.38
H -11.26 0.26 -5.88
H -13.41 -0.04 -4.16
H -13.55 1.12 -5.60
H -15.32 1.47 -3.33
H -14.98 2.57 -4.68
H -14.82 3.24 -3.08
H -13.05 2.72 -1.61
H -11.49 1.99 -2.51
H -12.01 -0.10 -1.76
H -13.59 0.68 -1.45
H -12.13 1.16 -0.46
H -11.65 3.50 -3.62
H -12.94 4.19 -3.44
H -11.57 4.53 -5.60
H -11.35 2.79 -5.86
H -6.18 -8.96 -6.76
H 5.72 -5.42 -2.76
H -3.43 -6.05 -1.52
C -5.15 0.58 10.76
C -3.84 0.35 10.09
N -3.67 0.95 8.72
C -4.82 0.68 7.85
C -3.58 2.50 8.97
C -3.44 3.32 7.71
C -2.36 0.51 8.20
C -2.24 -0.79 7.39
O -2.56 -0.59 6.03
C -2.12 -1.44 5.04
H -4.90 0.37 11.79
H -5.90 -0.10 10.52
H -5.48 1.59 10.75
H -3.59 -0.73 10.03
H -3.00 0.83 10.61
H -4.57 0.89 6.81
H -5.67 1.28 8.07
H -5.05 -0.35 8.04
H -2.67 2.71 9.55
H -4.47 2.74 9.51
H -3.32 4.36 7.99
H -4.30 3.26 7.00
H -2.48 3.12 7.19
H -1.77 0.33 9.06
H -1.92 1.27 7.59
H -2.86 -1.61 7.85
H -1.18 -1.11 7.50
H -2.21 -0.96 4.06
H -2.65 -2.39 5.01
H -1.06 -1.65 5.21
O 2.52 0.34 0.05
C 3.48 -0.37 -0.43
O 3.24 -0.82 -1.60
O 4.59 -0.43 0.23
H 1.78 0.07 -0.47
*
```

Summary:
**ΔE to the lowest compared entry with this formula, charge and spin**: 2346.6 kJ/mol
**E_HOMO**: -0.431 hartree
**LUMO**: -10.96 eV
**Max |F|**: 8.849 eV/Å
**Gap between HOMO and LUMO**: 0.78 eV